[1]
18
Properties=species:S:1:pos:R:3 method="wB97M-V/def2-TZVPD" relative_energy_kcal_mol=12.0 lumo_ev=1.107 multiplicity=1 smiles=C[C@@H](N)CCN homo_ev=-8.98 charge=0
H -1.36 2.33 -0.66
H -0.36 -3.29 0.32
H 1.83 1.77 1.04
H 1.05 0.58 1.70
N 1.40 0.88 0.80
H -0.92 2.29 1.07
H 0.10 3.21 -0.04
C -0.55 -0.20 -0.12
N -0.64 -2.66 -0.41
H 1.01 -1.62 0.40
H -1.08 -0.19 0.84
C -0.53 2.33 0.05
H 0.77 -1.36 -1.28
C 0.23 -1.47 -0.34
H -1.62 -2.43 -0.37
H 0.88 1.33 -1.08
C 0.31 1.05 -0.18
H -1.27 -0.07 -0.93


[2]
7
Properties=species:S:1:pos:R:3 method="wB97M-V/def2-TZVPD" relative_energy_kcal_mol=5.5 lumo_ev=5.741 multiplicity=1 homo_ev=1.54 charge=-2
H -7.03 2.42 0.46
H 9.14 -4.99 0.80
H -5.71 1.79 -0.08
O -6.85 -2.14 -0.33
C -6.04 -0.04 0.49
N -6.51 -1.04 0.12
O -6.34 2.54 -0.21


[3]
9
Properties=species:S:1:pos:R:3 method="wB97M-V/def2-TZVPD" relative_energy_kcal_mol=70.1 lumo_ev="-1.230 / -1.024" multiplicity=1 homo_ev="-8.41 / -8.57" charge=0
N -1.72 -0.26 0.20
C 1.96 -0.28 0.27
S 2.62 -1.35 -0.66
H -1.76 -0.11 1.23
S -0.42 0.52 -0.47
H -2.09 -1.13 -0.16
O -0.38 1.78 0.38
H 2.29 0.34 1.11
O -0.51 0.48 -1.91


[4]
94
Properties=species:S:1:pos:R:3 method="wB97M-V/def2-TZVPD" relative_energy_kcal_mol=63.0 lumo_ev=-12.971 multiplicity=1 homo_ev=-14.59 charge=+2
C 20.72 -3.02 14.90
O 12.57 1.13 16.54
H 12.00 -1.53 19.47
H 15.71 -1.66 14.13
O 18.48 2.29 7.82
C 18.65 -1.19 12.15
C 13.98 -1.42 11.49
H 13.92 -1.77 12.52
C 19.15 1.44 8.29
P 12.18 -0.28 16.14
C 12.42 -4.42 12.77
C 14.02 -6.41 8.98
O 14.22 -6.11 10.34
C 10.36 -1.68 14.95
H 21.11 -7.32 16.35
C 10.24 -0.34 18.99
O 16.50 -4.87 10.47
O 23.71 -5.16 12.63
H 9.78 0.21 18.17
H 25.36 -6.07 12.90
O 13.30 -1.21 15.40
H 18.49 -0.29 11.55
C 25.66 -3.89 13.05
C 20.15 -0.60 8.55
O 22.66 -7.20 13.85
H 11.45 -4.83 13.07
H 8.76 -0.84 13.88
F 21.91 0.83 9.00
H 24.65 -5.34 14.44
H 12.61 -3.52 13.36
H 16.41 -2.50 15.55
C 14.86 -2.30 10.60
C 22.11 -3.37 14.50
O 10.89 -0.37 15.15
H 20.87 -0.02 10.51
H 12.39 -4.20 11.70
C 9.52 -1.61 13.69
C 21.66 -8.09 14.38
O 19.35 0.23 7.67
Tl 19.54 -4.82 10.09
C 24.90 -5.21 13.38
H 20.92 -1.04 7.92
H 10.09 -1.50 12.76
H 15.82 -2.44 11.09
O 22.28 -4.77 14.64
H 14.59 -1.69 17.05
H 22.51 -8.41 16.43
C 12.72 -5.96 8.40
H 22.41 -3.05 13.50
H 20.88 -8.98 16.22
O 11.83 -1.26 17.43
H 9.67 -1.25 19.18
H 15.01 -1.83 9.63
H 9.77 -2.01 15.81
H 14.21 -0.36 11.56
H 25.64 -3.76 11.97
H 19.25 -0.86 13.00
H 20.68 -7.78 14.01
H 12.99 -1.50 11.05
H 13.43 -6.34 12.55
C 11.68 -0.75 18.78
O 21.16 -5.52 12.34
H 11.85 -6.34 8.93
H 20.61 -1.97 15.16
C 21.58 -8.20 15.91
H 26.70 -3.85 13.39
C 20.72 0.39 9.52
H 20.11 -3.44 14.09
C 13.60 -5.39 13.06
H 13.75 -5.49 14.13
H 19.55 -1.39 9.00
O 19.80 1.47 9.36
H 12.38 0.05 19.01
H 12.58 -6.24 7.36
H 12.68 -4.87 8.39
C 15.48 -2.19 15.06
H 21.76 -9.04 13.83
H 22.78 -2.82 15.17
C 14.68 -1.34 16.02
H 9.00 -2.56 13.58
H 14.84 -6.08 8.35
H 17.76 -1.60 12.62
H 11.15 -2.42 14.95
P 22.34 -5.72 13.25
O 14.26 -3.57 10.33
P 15.08 -4.83 10.90
O 19.25 -2.16 11.33
H 14.00 -7.50 9.03
H 25.11 -3.13 13.61
H 15.21 -0.39 16.04
H 14.93 -3.09 14.80
H 20.48 -3.54 15.83
O 14.82 -4.90 12.51
H 10.10 0.35 19.82


Which value of multiplicity does entry 3 give? 1